[1]
Entry from OMol25: a cluster of 2 separate species, C40H47N4 in total (ωB97M-V/def2-TZVPD).

Structure (XYZ):
```
91
Properties=species:S:1:pos:R:3:forces:R:3
C 6.48783 -0.75792 3.53519 0.233 0.030 -0.046
C 5.07708 -0.27140 3.61973 -0.341 0.042 0.209
C 4.17084 -0.65718 2.63059 -0.514 0.345 0.380
C 2.81543 -0.31590 2.72729 0.638 -0.225 0.358
C 1.87790 -0.67609 1.61550 -0.170 -0.005 -0.367
C 2.39951 0.36363 3.88398 1.059 0.315 -0.643
N 1.04215 0.75107 3.98675 -1.456 0.674 -0.899
C -0.06534 -0.05603 3.99047 -0.289 4.271 2.215
N -1.14316 0.80484 3.94087 1.718 1.000 -0.106
C -2.51005 0.51418 4.05393 -1.506 -0.205 0.223
C -2.93254 -0.31595 5.14404 -0.167 0.101 -0.040
C -2.06368 -0.69876 6.15946 0.041 -0.559 -0.011
C -4.30553 -0.73070 5.12761 0.035 0.098 -0.390
C -5.18608 -0.27108 4.16213 0.465 -0.094 0.141
C -6.60428 -0.76506 4.10680 -0.186 0.012 0.012
C -4.75077 0.66550 3.20520 0.244 0.045 0.084
C -3.41849 1.09204 3.15990 -0.517 -0.435 -0.244
C -3.05944 2.09690 2.09324 -0.219 0.114 -0.471
C -0.67172 2.12241 3.81295 -1.312 -1.329 0.264
C 0.65585 2.08274 3.79357 1.374 -1.371 0.338
C 3.29900 0.91646 4.79865 0.628 -0.635 -0.143
C 2.88178 1.86368 5.88352 0.204 0.100 0.516
C 4.64806 0.54349 4.67676 -0.550 -0.049 -0.389
H 7.13050 -0.20184 4.22063 0.051 -0.102 -0.133
H 6.54347 -1.82388 3.79091 -0.031 0.159 -0.002
H 6.85610 -0.64459 2.51070 0.105 -0.019 0.191
H 4.51925 -1.23993 1.77639 -0.106 0.149 0.192
H 0.83084 -0.60645 1.92280 0.241 -0.021 -0.289
H 2.00863 0.00054 0.75568 0.033 -0.176 0.278
H 2.07124 -1.69715 1.26210 -0.063 0.290 0.068
H -2.40469 -1.43481 6.88244 0.147 0.260 0.024
H -0.03760 -0.90570 4.73680 -0.611 0.391 -0.641
H -1.11558 -0.19904 6.32419 -0.125 -0.024 0.142
H -4.64619 -1.43967 5.88896 0.128 0.350 -0.172
H -7.09270 -0.36658 3.21015 -0.038 -0.176 0.243
H -6.63476 -1.86377 4.06726 -0.047 0.278 0.024
H -7.17579 -0.44219 4.98866 0.131 -0.104 -0.231
H -5.45838 1.02834 2.45597 0.249 -0.003 0.290
H -3.88557 2.12418 1.36579 0.378 0.017 0.201
H -2.95670 3.12870 2.47102 -0.009 -0.421 -0.039
H -2.14610 1.83730 1.54279 -0.104 0.085 0.144
H -1.34255 2.95808 3.85262 -0.077 -0.050 -0.224
H 1.40721 2.83950 3.70882 0.021 0.180 -0.160
H 3.73289 1.98979 6.56187 -0.254 0.055 -0.045
H 2.63244 2.86470 5.50075 0.047 -0.333 0.127
H 2.03620 1.49742 6.48081 0.098 0.091 -0.217
H 5.35865 0.90674 5.41974 -0.103 -0.111 -0.218
C 6.03806 -3.79358 6.46314 -0.101 0.057 0.286
N 5.37158 -4.12995 5.21289 0.511 -0.074 0.100
C 6.10464 -5.13172 4.45036 0.093 -0.240 -0.155
C 4.09900 -3.70325 4.91820 -0.042 0.726 -0.305
C 3.51760 -3.91847 3.63855 -0.238 -0.228 0.055
C 2.25173 -3.43525 3.33419 0.022 0.288 0.043
C 1.52257 -2.66249 4.25094 -0.187 0.323 0.253
C 0.12158 -2.20315 3.96076 -0.030 -6.872 -0.412
C -0.81411 -3.06424 4.71866 1.200 2.142 -0.384
C -2.06858 -3.38606 4.29992 -0.451 0.419 0.217
C -3.02051 -4.14069 5.09045 -0.021 -0.617 -0.091
C -4.40104 -4.05272 4.79048 0.670 0.355 0.051
C -5.34618 -4.65148 5.59410 0.193 -0.421 0.276
C -4.94670 -5.52293 6.63699 0.034 0.566 -0.141
N -5.93030 -6.17898 7.38917 -0.608 -0.211 -0.128
C -5.87644 -7.62129 7.58054 0.578 0.335 -0.076
C -6.72295 -5.44206 8.36653 0.253 0.065 -0.163
C -3.56571 -5.68827 6.88882 -0.347 0.008 -0.233
C -2.61952 -4.98649 6.15323 -0.256 0.055 0.062
C 2.06266 -2.48146 5.52766 0.331 -0.110 0.069
C 3.34822 -2.92177 5.84099 -0.172 -0.369 -0.034
H 5.95470 -2.71982 6.68569 -0.018 -0.268 -0.058
H 5.65289 -4.36618 7.33028 0.091 0.221 -0.320
H 7.10769 -4.03618 6.34912 -0.515 0.192 0.158
H 5.88671 -5.09448 3.37734 0.041 0.021 0.316
H 7.17997 -4.93251 4.58898 -0.434 -0.089 -0.263
H 5.92827 -6.16502 4.81219 -0.101 0.415 -0.148
H 4.05626 -4.46825 2.86332 -0.259 0.065 0.399
H 1.77504 -3.68716 2.38208 0.373 0.135 0.183
H -0.12440 -2.12185 2.89176 -0.035 0.322 0.504
H -0.47593 -3.34876 5.72070 -0.150 -0.023 -0.434
H -2.39484 -3.01941 3.31350 -0.013 -0.047 0.519
H -4.68649 -3.45478 3.92890 -0.119 -0.042 0.142
H -6.40157 -4.51348 5.38248 0.079 -0.138 0.070
H -5.60420 -8.09414 6.62970 -0.076 -0.006 0.226
H -5.13712 -7.91539 8.34011 -0.161 -0.153 0.024
H -6.86699 -7.97652 7.88494 0.224 0.067 -0.061
H -6.84667 -4.40661 8.03062 -0.041 -0.200 0.122
H -7.70768 -5.91155 8.47392 0.142 0.151 -0.085
H -6.24546 -5.43375 9.36263 -0.069 0.058 -0.181
H -3.28562 -6.36463 7.69441 0.142 0.178 -0.195
H -1.56331 -5.09927 6.40510 -0.307 0.010 -0.138
H 1.43772 -2.03826 6.31796 0.452 0.119 -0.351
H 3.75116 -2.70220 6.82935 -0.151 -0.189 -0.255
```
Forces are in eV/Å.

## Properties
* max |F|: 6.88 eV Å⁻¹
* HOMO: -8.0 eV
* Kohn-Sham gap: 3.8107 eV
* net charge: +1
* energy above the lowest of the compared OMol25 structures with the same formula, charge and spin: 102.7 kcal/mol
* total energy: -48191.2581 eV

List of Mulliken charges in e, atom by atom: -1.5378 0.7742 -0.8699 1.3663 -1.4736 -0.0763 1.0207 0.6859 0.3735 0.1787 1.1628 -1.8972 -1.0182 0.6379 -1.3759 -1.0440 1.2646 -1.9185 -0.8469 -0.9118 0.5003 -1.8007 -0.8207 0.3960 0.1705 0.3980 0.4077 -0.0324 0.4514 0.4376 0.3879 -1.0121 0.5707 0.6411 0.3387 0.1996 0.3237 0.2562 0.3973 0.3713 0.3431 0.7376 0.7796 0.4489 0.3662 0.2966 0.3868 -1.0688 0.2270 -1.0283 1.1495 -0.9464 -0.4859 0.0339 -1.1214 -0.6440 0.0491 0.5388 -0.6761 -0.2453 -0.0530 0.1589 -0.9507 -0.9229 -0.3368 -0.9363 -0.4355 -0.6653 0.3447 0.3066 0.3182 0.3156 0.3411 0.3311 0.2304 0.5717 1.0673 0.3388 0.2935 0.4529 0.5056 0.3023 0.3244 0.3103 0.3081 0.3035 0.2761 0.3458 0.4393 0.4359 0.4607


[2]
Entry from OMol25: a cluster of 2 separate species, C19H30FN2O5 in total (ωB97M-V/def2-TZVPD).

Structure (XYZ):
```
57
Properties=species:S:1:pos:R:3:forces:R:3
C 0.99359 -0.93780 2.44120 0.949 0.053 -0.583
C 1.94350 0.36022 2.30727 0.121 -0.011 0.345
C 2.05417 0.93415 0.80541 0.645 -1.547 0.771
O 0.74745 1.29978 0.23559 0.907 -0.445 -1.456
C 0.87390 1.00586 -1.18935 1.314 0.207 0.775
N -0.17964 1.66458 -2.00942 -3.872 2.560 -2.741
C -0.26935 3.00549 -2.52395 0.264 0.882 -0.191
C 0.76778 4.20642 -2.30471 0.012 0.528 -0.184
O 1.60130 4.07846 -1.13887 -1.800 0.010 -0.653
C 0.88323 4.40050 0.08503 -0.129 0.807 1.876
C 0.66019 5.98847 0.31421 -0.222 -0.295 0.009
N -1.43664 3.32179 -3.33972 1.127 -5.817 2.749
C -2.18652 2.07165 -3.33967 1.547 -3.270 2.149
O -3.41104 1.73128 -3.98221 2.608 1.070 1.719
C -1.40793 1.04036 -2.49512 -2.603 2.712 -2.664
O -1.93494 -0.26982 -2.36032 1.787 2.700 0.860
C -2.14712 -0.64229 -0.96830 -0.628 -1.357 1.401
C -3.58011 -0.21412 -0.37276 -0.568 -0.227 1.944
C -3.43570 -0.25230 1.25095 0.784 -0.551 -0.139
O -4.00863 1.12049 -0.74728 -0.221 -0.599 -0.624
H 0.63790 -1.13863 3.51276 0.397 0.563 -1.674
H 1.63731 -1.84712 2.13968 -1.258 1.422 0.372
H 0.13004 -0.82797 1.69742 1.015 -0.339 1.296
H 1.65535 1.18202 3.07373 0.368 -1.243 -1.498
H 3.00807 0.01342 2.59042 -1.557 0.779 -0.474
H 2.45388 0.06798 0.14178 -0.389 1.286 1.224
H 2.82334 1.78294 0.76473 -1.336 -0.906 -0.107
H 0.78629 -0.13495 -1.34714 0.091 1.856 -0.056
H 1.90420 1.42091 -1.50788 -1.799 -0.768 0.059
H 0.13402 5.17566 -2.24501 0.839 -1.584 -0.080
H 1.45828 4.35514 -3.22373 -1.099 -0.640 1.514
H 1.53424 3.99985 0.95420 -0.991 0.598 -1.622
H -0.13514 3.86666 0.17502 1.552 0.664 -0.421
H -0.18136 6.36878 -0.36320 1.208 -0.408 0.945
H 1.60591 6.60645 0.12268 -1.313 -1.073 0.220
H 0.32541 6.18249 1.40593 0.546 -0.475 -1.822
H -1.69513 4.19233 -3.82237 0.471 -0.552 0.520
H -3.79938 0.98352 -3.45486 0.615 0.837 -0.365
H -1.28031 -0.32622 -0.26365 -1.509 -0.070 -1.357
H -2.13016 -1.80266 -0.94166 -0.033 1.963 -0.200
H -4.43042 -0.94814 -0.64162 1.640 0.912 0.073
H -4.20050 0.41416 1.78340 0.939 -1.144 -1.005
H -2.38635 0.11839 1.57099 -1.682 -0.458 -0.579
H -3.50808 -1.34794 1.61189 -0.044 1.792 -0.453
H -4.99673 1.16810 -0.78983 1.360 -0.304 0.213
F 0.65453 -3.70472 1.16017 -0.185 0.186 -0.115
C 1.24680 -4.90810 1.26270 0.454 -0.981 0.080
C 2.52985 -5.07980 0.76660 0.007 0.194 -0.044
C 3.14457 -6.32316 0.87718 -0.303 -0.077 0.143
C 2.46474 -7.38302 1.47296 0.047 -0.009 -0.017
C 1.17461 -7.20012 1.96313 0.223 0.174 -0.139
C 0.56371 -5.95422 1.86272 -0.167 0.114 0.030
H 3.04009 -4.24551 0.29874 -0.039 -0.030 0.035
H 4.15131 -6.46654 0.49926 -0.121 0.049 0.024
H 2.94328 -8.35381 1.55489 -0.065 0.123 -0.009
H 0.64502 -8.02775 2.42321 0.041 0.126 -0.037
H -0.43668 -5.79155 2.24681 0.053 0.016 -0.039
```
Forces are in eV/Å.

## Properties
* max |F|: 6.53 eV Å⁻¹
* HOMO: -11.1 eV
* Kohn-Sham gap: 7.8047 eV
* net charge: +1
* total energy: -36112.4411 eV

List of Mulliken charges in e, atom by atom: -0.4343 -0.7075 -0.4248 -0.1427 -0.7047 0.4023 0.2814 -0.6455 -0.3388 0.0846 -1.1674 -0.0394 0.0364 -0.5400 0.3435 -0.4389 -0.0214 0.1358 -0.9331 -0.5592 0.3665 0.1204 -0.0677 0.2912 0.3703 0.3677 0.3077 0.4237 0.4386 0.2767 0.3168 0.2323 0.1185 0.3051 0.2936 0.3624 0.3095 0.3855 -0.2322 0.3679 0.3498 0.3309 0.1179 0.3231 0.3460 -0.1886 0.3906 -0.3209 -0.4274 -0.5137 -0.3802 -0.4291 0.3851 0.3572 0.3652 0.3606 0.3929


[3]
Entry from OMol25: a structure of composition C25H51N7Pt (ωB97M-V/def2-TZVPD).

Structure (XYZ):
```
84
Properties=species:S:1:pos:R:3:forces:R:3
Pt -0.23167 -0.49338 0.32247 -0.193 0.397 0.613
C -4.61665 -0.84810 2.36176 -0.320 0.345 -0.827
C -4.10927 0.05378 1.20795 -0.599 -0.089 -0.063
N -2.66988 0.36812 1.20915 1.347 0.398 -0.106
C -2.17038 0.96789 2.47723 -0.616 0.084 -0.026
C -1.26648 0.01254 3.21309 0.902 0.351 -0.284
N 0.04170 -0.08949 2.44775 -0.079 -0.394 0.579
C 1.05612 -0.94625 3.16955 -0.396 0.064 -0.211
C 0.65240 -2.41904 3.27638 0.753 0.048 0.285
C 0.88108 -3.23761 2.01654 -0.396 0.080 -0.430
N -0.08403 -2.93444 0.89848 -0.031 -0.141 0.046
C -1.20159 -3.92943 0.81143 0.752 0.087 0.129
C -2.30046 -3.77986 1.87022 1.085 -0.897 -0.413
N -3.01275 -2.57742 1.67130 -1.150 -0.317 -0.114
C -4.35465 -2.34767 2.16262 0.469 0.254 1.080
H -5.70632 -0.72212 2.39118 0.221 -0.023 0.063
H -4.25878 -0.51235 3.34108 0.055 -0.147 -0.209
H -4.66717 1.00230 1.22955 0.053 -0.233 0.133
H -4.32885 -0.38983 0.22528 -0.135 -0.049 0.255
H -2.48413 1.03020 0.44668 -0.280 -0.200 0.515
H -3.00472 1.20920 3.14009 -0.042 0.094 -0.122
H -1.67989 1.92477 2.25886 0.088 -0.259 0.042
H -1.69371 -0.98886 3.27649 -0.041 0.106 -0.102
H -1.08092 0.34728 4.24562 0.135 0.004 -0.312
H 0.46830 0.83515 2.40193 -0.275 0.155 0.136
H 1.21060 -0.51253 4.16735 -0.121 -0.110 -0.182
H 1.99948 -0.83002 2.62131 -0.133 -0.151 0.119
H -0.35757 -2.54936 3.68368 0.218 0.098 -0.119
H 1.31987 -2.85532 4.03742 -0.234 0.122 -0.130
H 0.80921 -4.30163 2.25854 0.036 0.016 -0.034
H 1.89158 -3.07774 1.61585 -0.182 0.078 0.239
H 0.44983 -2.98511 0.02436 -0.429 -0.372 0.408
H -0.77393 -4.93971 0.89437 -0.221 0.167 0.024
H -1.65022 -3.85829 -0.17966 -0.050 0.062 -0.039
H -1.91622 -3.85582 2.90570 -0.199 0.124 -0.224
H -2.95116 -4.65953 1.74104 -0.293 0.279 0.254
H -2.62521 -1.93457 0.98300 -0.005 0.408 0.079
H -4.44884 -2.86990 3.13314 -0.004 -0.046 -0.447
H -5.09052 -2.83148 1.48910 0.322 0.175 -0.126
C 4.64866 -1.38500 -3.31086 -0.039 0.060 0.476
N 4.41109 -0.81816 -1.92658 -0.211 -0.005 0.331
C 4.21860 0.67995 -2.00904 0.130 -0.667 0.146
C 3.28361 -1.50225 -1.10296 0.726 0.361 -0.307
C 1.96072 -1.64274 -1.82765 0.038 -0.870 -0.525
C 1.87176 -2.62765 -2.84878 0.161 0.875 1.271
C 0.68084 -2.85736 -3.54145 -0.419 0.122 0.163
C -0.45269 -2.09683 -3.23699 -0.245 -0.238 -0.036
C -0.37982 -1.13136 -2.24433 -0.669 0.171 -0.120
C 0.74734 -0.99402 -1.41932 1.423 -0.346 -0.796
H 5.53050 -0.86934 -3.70697 -0.283 -0.248 -0.068
H 3.75122 -1.19096 -3.90788 0.424 0.013 0.025
H 4.83341 -2.45706 -3.21011 0.081 0.191 -0.158
H 5.27057 -0.99375 -1.36942 -0.487 0.171 -0.445
H 3.24347 0.86425 -2.46515 0.173 0.043 0.015
H 5.02957 1.06407 -2.62519 -0.141 0.202 0.070
H 4.27220 1.07242 -0.99321 -0.014 0.100 -0.175
H 3.19138 -0.87276 -0.21299 -0.057 -0.225 -0.053
H 3.72138 -2.47355 -0.83203 -0.330 0.193 -0.024
H 2.73004 -3.26074 -3.06419 -0.146 0.137 0.055
H 0.65659 -3.63378 -4.30182 -0.092 0.208 -0.013
H -1.38717 -2.25810 -3.76491 0.155 0.077 -0.084
H -1.20974 -0.45447 -2.01492 -0.035 -0.313 -0.641
C 1.37950 5.90881 -1.20174 0.190 0.133 0.160
C 1.16667 4.71656 -2.11095 0.268 -0.442 -0.385
N 0.12357 3.76990 -1.65106 -0.162 -1.406 1.272
C -1.26933 4.15437 -1.99087 0.470 -0.231 -0.019
C -2.04504 4.69791 -0.79026 -0.146 -0.068 -0.187
C 0.37301 2.69312 -0.84587 -0.114 1.373 -0.741
C 1.71857 2.62301 -0.16861 -0.290 -0.500 -0.029
N -0.50632 1.72423 -0.56963 -0.103 0.145 -0.354
H 2.17709 6.55185 -1.59275 -0.176 -0.186 0.040
H 1.65561 5.61718 -0.17853 -0.056 0.020 -0.290
H 0.47761 6.51137 -1.14842 -0.076 0.112 0.033
H 2.08105 4.14135 -2.27912 0.003 0.180 0.169
H 0.85841 5.01483 -3.12570 0.057 0.071 0.438
H -1.74175 3.27633 -2.44157 -0.268 0.156 -0.025
H -1.16240 4.89145 -2.78998 -0.289 -0.058 0.185
H -2.18273 3.92921 -0.02255 0.002 0.057 -0.065
H -3.03481 5.02823 -1.12249 0.158 -0.059 0.089
H -1.54689 5.54974 -0.32065 -0.002 -0.115 -0.177
H 1.79075 3.33678 0.65909 -0.068 -0.048 -0.209
H 2.53553 2.81412 -0.85906 -0.002 0.103 0.059
H 1.81222 1.60519 0.22086 0.187 0.107 0.085
H -1.32811 1.80925 -1.18129 0.264 0.074 0.368
```
Forces are in eV/Å.

## Properties
* max |F|: 1.90 eV Å⁻¹
* spin multiplicity: 5
* HOMO (spin up / spin down): -18.9 / -18.9 eV
* Kohn-Sham gap (spin up / spin down): 8.0819 / 4.2858 eV
* net charge: +4
* energy above the lowest of the compared OMol25 structures with the same formula, charge and spin: 0.0 kcal/mol
* total energy: -40386.4148 eV

List of Mulliken charges in e, atom by atom: 2.1955 -0.4956 -0.9751 0.1280 -1.0476 -0.3616 -1.0631 -0.7839 -0.4885 -0.6815 -0.2545 -1.2550 -0.2765 0.3304 -0.6705 0.4505 0.3029 0.4718 0.5256 -0.1810 0.5596 0.2488 0.0997 0.5606 0.4145 0.4836 0.3316 0.1350 0.4524 0.4199 0.3377 0.0366 0.5148 0.4666 0.3010 0.5664 -0.1737 0.4492 0.4394 -0.8825 -0.0461 -0.9226 -1.2502 0.9901 -0.4028 -0.8256 -1.1113 -0.3133 0.7359 0.3831 0.4543 0.3570 0.3993 0.4052 0.4317 0.3782 0.2923 0.4422 0.5713 0.5034 0.5318 0.4861 -0.9057 -0.7393 0.2073 -1.0218 -0.6181 0.1850 -1.0279 -0.2553 0.4100 0.2360 0.2950 0.2861 0.4865 0.5261 0.4640 -0.0009 0.4204 0.2775 0.3305 0.4577 -0.2284 0.0937